[1]
Molecular formula: C2H6O2P
Method: DFT, wB97M-V/def2-TZVPD

Its net charge is -1. The value obtained for the total energy is -15553.4736 eV. The energy above the lowest of the compared OMol25 structures with the same formula, charge and spin comes out at 95.4 kcal per mole. The HOMO energy (alpha / beta) is -3.44 / -1.94 eV. Its multiplicity is 1. Its lowest unoccupied orbital energy (alpha / beta) is 3.906 / 3.610 eV.

Cartesian coordinates (Å):
C  -1.4324  1.6925  -0.0122
C  2.1134  -1.0459  -0.4666
O  -2.2770  -0.7655  -0.9469
O  -1.3929  -0.5998  1.4362
P  -1.2776  -0.0427  -0.1415
H  -1.4267  2.1668  -0.9884
H  -0.6785  2.1366  0.6333
H  2.2367  -1.9396  0.1262
H  2.2151  -1.1813  -1.5281
H  2.5858  -0.1658  -0.0646
H  -0.6659  -0.2552  1.9527

natural (NBO) population analysis, charges in e, atoms 1 to 8: -1.1508 -0.7505 -1.1254 -1.0146 1.7462 0.1892 0.1776 0.1508

***

[2]
Molecular formula: C2H6O2P
Method: DFT, wB97M-V/def2-TZVPD

Its net charge is -1. The value obtained for the total energy is -15553.9600 eV. The energy above the lowest of the compared OMol25 structures with the same formula, charge and spin comes out at 84.2 kcal per mole. The HOMO energy is -3.41 eV. Its multiplicity is 1. Its lowest unoccupied orbital energy is 4.111 eV.

Cartesian coordinates (Å):
C  2.3936  0.1228  0.1254
C  -1.1436  0.7986  0.3051
O  -0.3657  -1.5491  1.3532
O  -0.4567  -1.2583  -1.2150
P  0.0911  -0.6403  0.2970
H  1.9216  1.2230  0.2782
H  2.2927  0.0513  -0.9898
H  -1.2937  1.5613  -0.4809
H  -2.1570  0.3393  0.4006
H  -1.2139  1.5130  1.1152
H  -0.0683  -2.1617  -1.1891

natural (NBO) population analysis, charges in e, atoms 1 to 8: -0.9141 -1.0344 -1.1639 -1.0196 1.7991 0.1090 0.1093 0.2126

***

[3]
Molecular formula: C2H6O2S
Method: DFT, wB97M-V/def2-TZVPD

The structure (SMILES) is CC[SH](=O)=O. Its net charge is 0. The value obtained for the total energy is -17098.9396 eV. The energy above the lowest of the compared OMol25 structures with the same formula, charge and spin comes out at 59.5 kcal per mole. The HOMO energy is -10.63 eV. Its multiplicity is 1. Its lowest unoccupied orbital energy is -0.006 eV.

Cartesian coordinates (Å):
C  1.0868  -1.0515  0.0128
C  0.2923  0.1092  0.7559
S  -1.0551  0.8154  -0.4450
O  -0.6574  0.7888  -1.8196
O  -2.2479  0.0417  -0.2136
H  0.7978  -2.0209  0.3925
H  0.5826  -1.1479  -1.0528
H  2.1312  -0.8402  -0.1943
H  0.8379  1.0651  1.0454
H  -0.3592  -0.1326  1.5325
H  -1.4089  2.3728  -0.0139

natural (NBO) population analysis, charges in e, atoms 1 to 8: -0.6532 -0.5481 1.9054 -0.9325 -0.9499 0.2362 0.2485 0.2375

***

[4]
Molecular formula: C2H6O2SSi
Method: DFT, wB97M-V/def2-TZVPD

Its net charge is 0. The value obtained for the total energy is -24974.4519 eV. The energy above the lowest of the compared OMol25 structures with the same formula, charge and spin comes out at 99.1 kcal per mole. The HOMO energy (alpha / beta) is -7.20 / -10.01 eV. Its multiplicity is 1. Its lowest unoccupied orbital energy (alpha / beta) is -0.273 / -0.826 eV.

Cartesian coordinates (Å):
C  0.1456  -0.4432  -0.8214
C  1.7700  0.5099  0.7460
O  0.8777  -0.6177  -1.7244
O  0.5032  -0.0762  0.4327
Si  -1.6442  -0.6575  -0.8178
S  -2.6543  -1.0595  1.0367
H  1.5318  1.5516  1.0236
H  2.3430  0.4173  -0.1779
H  2.1687  -0.0459  1.6352
H  -2.6436  -0.8293  -1.8145
H  -0.5437  2.8889  -1.4081
H  -1.8541  -1.6385  1.8900

natural (NBO) population analysis, charges in e, atoms 1 to 8: 0.3873 -0.2693 -0.5736 -0.5487 0.8001 -0.4225 0.1946 0.2104